#one
Molecular formula: C5H14
Method: DFT, wB97M-V/def2-TZVPD

SMILES = CCC.CC
LUMO energy = 0.0405 Eh
HOMO-LUMO gap = 0.451 Ha

Bonds (Å) are listed after each position.
Cartesian coordinates (Å):
1 C 2.64945 0.51341 -0.25975  C2 1.507, H4 1.090, H5 1.095, H6 1.098
2 C 1.25824 0.18847 -0.73989  C1 1.507, C3 1.525, H7 1.096, H8 1.091
3 C 0.75097 1.08166 -1.86764  C2 1.525, H9 1.085, H10 1.094, H11 1.087
4 H 2.95663 -0.04449 0.62452  C1 1.090
5 H 2.72364 1.57659 -0.00903  C1 1.095
6 H 3.43044 0.42037 -1.02576  C1 1.098
7 H 1.13657 -0.87480 -0.97513  C2 1.096
8 H 0.55226 0.29832 0.08405  C2 1.091
9 H -0.19332 0.71698 -2.25945  C3 1.085
10 H 0.59543 2.08164 -1.45271  C3 1.094
11 H 1.47833 1.13387 -2.67397  C3 1.087
12 C -1.98371 -1.04085 0.57507  C13 1.528, H14 1.085, H15 1.089, H16 1.087
13 C -2.39762 -0.72757 2.01257  C12 1.528, H17 1.084, H18 1.099, H19 1.098
14 H -1.48013 -0.16638 0.17675  C12 1.085
15 H -1.43118 -1.97348 0.47131  C12 1.089
16 H -2.86675 -1.22938 -0.03101  C12 1.087
17 H -3.31158 -0.16448 2.16537  C13 1.084
18 H -1.56465 -0.20012 2.49903  C13 1.099
19 H -2.30303 -1.58975 2.68566  C13 1.098


#two
Molecular formula: C5H14
Method: DFT, wB97M-V/def2-TZVPD

SMILES = CCC.CC
LUMO energy = 0.0398 Eh
HOMO-LUMO gap = 0.438 Ha

Bonds (Å) are listed after each position.
Cartesian coordinates (Å):
1 C -0.27726 -1.85004 0.30401  C2 1.615, H4 1.025, H5 1.127, H6 1.149
2 C 0.08202 -2.37727 -1.17943  C1 1.615, C3 1.534, H7 1.170, H8 1.091
3 C 0.75863 -1.25145 -1.97219  C2 1.534, H9 1.226, H10 1.106, H11 1.161
4 H 0.49040 -1.63587 0.94885  C1 1.025
5 H -1.03977 -2.49547 0.82666  C1 1.127
6 H -0.75628 -0.80528 0.31868  C1 1.149
7 H 0.85416 -3.19247 -0.85213  C2 1.170
8 H -0.63940 -2.99090 -1.72146  C2 1.091
9 H 1.04815 -1.60524 -3.10981  C3 1.226
10 H 0.24479 -0.28056 -1.84329  C3 1.106
11 H 1.83132 -1.00871 -1.60107  C3 1.161
12 C -0.10376 2.78759 0.69974  C13 1.462, H14 1.161, H15 1.198, H16 1.120
13 C -0.51903 1.92951 1.80873  C12 1.462, H17 1.138, H18 1.157, H19 1.088
14 H 0.38170 3.79919 0.99983  C12 1.161
15 H 0.42377 2.27720 -0.24761  C12 1.198
16 H -0.87508 3.41869 0.18830  C12 1.120
17 H 0.46668 1.71347 2.33480  C13 1.138
18 H -1.27343 2.54852 2.43050  C13 1.157
19 H -1.09761 1.01907 1.66689  C13 1.088


#three
Molecular formula: C5H14
Method: DFT, wB97M-V/def2-TZVPD

SMILES = CCC.CC
LUMO energy = 0.0399 Eh
HOMO-LUMO gap = 0.429 Ha

Bonds (Å) are listed after each position.
Cartesian coordinates (Å):
1 C -1.00791 -0.54993 3.17013  C2 1.528, H4 1.099, H5 1.091, H6 1.090
2 C -0.39653 -0.05071 1.86122  C1 1.528, C3 1.528, H7 1.122, H8 1.103
3 C -1.07120 0.95724 0.93151  C2 1.528, H9 1.086, H10 1.111, H11 1.091
4 H -1.15508 -1.62498 2.99511  C1 1.099
5 H -0.26182 -0.48153 3.96372  C1 1.091
6 H -2.00537 -0.16987 3.39154  C1 1.090
7 H -0.17412 -0.92121 1.18995  C2 1.122
8 H 0.65855 0.27233 1.85012  C2 1.103
9 H -0.32196 1.57536 0.44540  C3 1.086
10 H -1.73909 1.66896 1.46127  C3 1.111
11 H -1.72211 0.62762 0.12062  C3 1.091
12 C 0.54935 0.00626 -2.21456  C13 1.527, H14 1.095, H15 1.086, H16 1.101
13 C 1.75164 -0.34472 -3.08794  C12 1.527, H17 1.094, H18 1.085, H19 1.097
14 H -0.26670 -0.68088 -2.46285  C12 1.095
15 H 0.78375 0.05248 -1.15551  C12 1.086
16 H 0.22179 1.02717 -2.46322  C12 1.101
17 H 2.68624 0.18929 -2.89232  C13 1.094
18 H 1.43370 -0.15237 -4.10709  C13 1.085
19 H 2.03688 -1.40053 -2.99710  C13 1.097


Relative stability in eV, measured from the most stable structure: #one 0.000; #two 1.757; #three 0.411


#one
Molecular formula: C5H14
Method: DFT, wB97M-V/def2-TZVPD

SMILES = CCC.CC
LUMO energy = 0.0399 Eh
HOMO-LUMO gap = 0.459 Ha

Bonds (Å) are listed after each position.
Cartesian coordinates (Å):
1 C -0.86558 -2.09436 -0.68126  C2 1.543, H4 1.091, H5 1.090, H6 1.088
2 C 0.49893 -1.37420 -0.72202  C1 1.543, C3 1.539, H7 1.087, H8 1.083
3 C 1.52524 -2.26911 -0.00428  C2 1.539, H9 1.087, H10 1.091, H11 1.096
4 H -1.02722 -2.49834 0.31973  C1 1.091
5 H -0.81415 -3.00611 -1.27706  C1 1.090
6 H -1.75800 -1.50620 -0.88443  C1 1.088
7 H 0.82372 -1.13790 -1.73156  C2 1.087
8 H 0.29405 -0.47976 -0.14664  C2 1.083
9 H 1.51264 -2.16349 1.07702  C3 1.087
10 H 1.36651 -3.30828 -0.29609  C3 1.091
11 H 2.51775 -1.98804 -0.37404  C3 1.096
12 C 0.19894 2.87006 0.88196  C13 1.545, H14 1.083, H15 1.096, H16 1.089
13 C -1.21684 2.62387 0.31451  C12 1.545, H17 1.084, H18 1.052, H19 1.092
14 H 0.16021 3.54249 1.72952  C12 1.083
15 H 0.63724 1.88964 1.10026  C12 1.096
16 H 0.84693 3.21336 0.07644  C12 1.089
17 H -1.25803 1.92219 -0.51036  C13 1.084
18 H -1.60694 3.55426 0.01528  C13 1.052
19 H -1.83541 2.20992 1.11301  C13 1.092


#two
Molecular formula: C5H14
Method: DFT, wB97M-V/def2-TZVPD

SMILES = CCC.CC
LUMO energy = 0.0415 Eh
HOMO-LUMO gap = 0.447 Ha

Bonds (Å) are listed after each position.
Cartesian coordinates (Å):
1 C -0.19161 -1.01021 2.03602  C2 1.503, H4 1.072, H5 1.131, H6 1.156
2 C -0.26769 0.36720 2.63257  C1 1.503, C3 1.566, H7 1.049, H8 1.082
3 C -0.55992 1.40898 1.49988  C2 1.566, H9 1.155, H10 1.097, H11 1.011
4 H 0.74896 -1.50295 1.89104  C1 1.072
5 H -0.80864 -1.21179 1.11013  C1 1.131
6 H -0.47256 -1.81170 2.82035  C1 1.156
7 H -1.06149 0.31345 3.31666  C2 1.049
8 H 0.66125 0.69579 3.07916  C2 1.082
9 H 0.35679 1.25033 0.81563  C3 1.155
10 H -1.50757 1.10099 1.04118  C3 1.097
11 H -0.44012 2.34159 1.87197  C3 1.011
12 C 0.33577 -0.12159 -2.05067  C13 1.486, H14 1.129, H15 1.158, H16 1.139
13 C 0.57771 -0.36742 -3.49612  C12 1.486, H17 1.172, H18 1.091, H19 1.159
14 H 1.33125 -0.16945 -1.51955  C12 1.129
15 H -0.00907 0.96446 -1.84281  C12 1.158
16 H -0.39307 -0.80230 -1.50004  C12 1.139
17 H -0.21603 -1.14694 -3.86357  C13 1.172
18 H 1.51593 -0.88213 -3.70726  C13 1.091
19 H 0.40012 0.58368 -4.13456  C13 1.159


#three
Molecular formula: C5H14
Method: DFT, wB97M-V/def2-TZVPD

SMILES = CCC.CC
LUMO energy = 0.0376 Eh
HOMO-LUMO gap = 0.449 Ha

Bonds (Å) are listed after each position.
Cartesian coordinates (Å):
1 C 0.49931 0.26905 2.21535  C2 1.544, H4 1.081, H5 1.103, H6 1.093
2 C 1.10207 -1.15142 2.15046  C1 1.544, C3 1.544, H7 1.090, H8 1.088
3 C 0.06481 -2.08875 1.49452  C2 1.544, H9 1.093, H10 1.093, H11 1.082
4 H -0.50692 0.35680 2.60080  C1 1.081
5 H 1.06267 0.99311 2.82779  C1 1.103
6 H 0.58095 0.63995 1.18992  C1 1.093
7 H 1.46368 -1.42097 3.14311  C2 1.090
8 H 2.02396 -1.16542 1.57198  C2 1.088
9 H -0.85055 -1.53452 1.27152  C3 1.093
10 H -0.24997 -2.87372 2.18718  C3 1.093
11 H 0.44520 -2.52777 0.58197  C3 1.082
12 C -0.03072 1.25627 -2.84164  C13 1.548, H14 1.092, H15 1.088, H16 1.074
13 C -1.53595 1.61268 -2.78894  C12 1.548, H17 1.095, H18 1.090, H19 1.083
14 H 0.54217 1.78462 -2.07650  C12 1.092
15 H 0.14533 0.19374 -2.69036  C12 1.088
16 H 0.40126 1.52737 -3.78662  C12 1.074
17 H -1.60556 2.68207 -2.56571  C13 1.095
18 H -1.98505 1.18693 -1.89184  C13 1.090
19 H -2.10407 1.07341 -3.53750  C13 1.083


#four
Molecular formula: C5H14
Method: DFT, wB97M-V/def2-TZVPD

SMILES = CCC.CC
LUMO energy = 0.0408 Eh
HOMO-LUMO gap = 0.441 Ha

Bonds (Å) are listed after each position.
Cartesian coordinates (Å):
1 C 0.73165 -1.25779 -1.35164  C2 1.535, H4 1.120, H5 1.115, H6 1.115
2 C 0.11918 -2.02901 -0.17443  C1 1.535, C3 1.583, H7 1.038, H8 1.093
3 C 0.92133 -1.46382 1.06792  C2 1.583, H9 1.085, H10 1.034, H11 1.118
4 H 0.66094 -1.85087 -2.29964  C1 1.120
5 H 0.28232 -0.26101 -1.57078  C1 1.115
6 H 1.75865 -0.82758 -1.29630  C1 1.115
7 H 0.39136 -3.03050 -0.16498  C2 1.038
8 H -0.96611 -2.14701 -0.21781  C2 1.093
9 H 1.03780 -2.33541 1.70341  C3 1.085
10 H 0.70112 -0.68667 1.71278  C3 1.034
11 H 1.97586 -1.18118 0.82738  C3 1.118
12 C -0.91728 1.58365 -0.06420  C13 1.488, H14 1.082, H15 1.167, H16 1.107
13 C -0.92172 2.97873 0.45272  C12 1.488, H17 1.054, H18 1.052, H19 1.168
14 H -1.37429 1.22190 -0.97605  C12 1.082
15 H 0.18841 1.23080 -0.18780  C12 1.167
16 H -1.33632 1.00064 0.77796  C12 1.107
17 H -0.70110 3.86395 -0.07462  C13 1.054
18 H -0.24477 2.96475 1.25800  C13 1.052
19 H -1.97284 3.16763 0.92625  C13 1.168


Relative stability in eV, measured from the most stable structure: #one 0.000; #two 1.044; #three 0.259; #four 1.432